Here is an isolated molecule of C7H8BNO in a non-equilibrium geometry from the Open Molecules 2025 dataset. Energies are from wB97M-V/def2-TZVPD.

As for the highest occupied orbital energy: -9.2 eV. The calculation puts the HOMO-LUMO gap at 9.646 eV.

```
18
Properties=species:S:1:pos:R:3:lowdin_charge:R:1
O -3.255 0.023 0.300 -0.1025
N -1.898 0.237 0.410 0.0035
C -1.084 -0.718 0.336 -0.1008
C 0.306 -0.347 0.162 -0.2276
C 0.603 0.969 -0.291 -0.0158
C 2.875 0.326 0.246 -0.1185
C 1.194 -1.318 0.571 -0.0569
C 2.515 -0.930 0.656 -0.1116
C 1.940 1.243 -0.237 -0.1075
B -3.858 0.365 -0.945 -0.0446
H -0.281 1.681 -0.572 0.1503
H -2.994 0.815 -1.742 0.0627
H -5.005 0.268 -0.892 0.0204
H 3.413 -1.667 0.864 0.1435
H 0.781 -2.239 1.073 0.1363
H 3.926 0.754 0.394 0.1288
H 2.410 2.182 -0.598 0.1133
H -1.586 -1.644 0.267 0.1270
```

Here is an isolated ion of composition C2H7NO5P and charge -1 in a non-equilibrium geometry from the Open Molecules 2025 dataset. Energies are from wB97M-V/def2-TZVPD.

As for the highest occupied orbital energy: -4.7 eV. The calculation puts the HOMO-LUMO gap at 8.357 eV. Its net charge is -1.

```
16
Properties=species:S:1:pos:R:3:lowdin_charge:R:1
P -1.028 1.188 -0.013 0.2907
O -0.449 2.740 0.106 -0.2159
O -1.825 0.996 -1.287 -0.3714
O -1.537 0.978 1.376 -0.3775
O -1.019 -1.887 0.236 -0.0047
O 1.015 -2.439 0.633 -0.0227
N 0.999 0.072 -1.507 -0.0155
C 0.587 0.129 -0.139 -0.3132
C 0.184 -1.373 0.717 -0.4731
H -0.404 2.853 1.055 0.0253
H 1.423 -2.402 -0.265 0.1032
H 1.892 0.574 -1.679 0.0762
H -1.604 -1.224 0.450 0.0033
H 0.105 -1.100 1.825 0.1421
H 1.334 0.502 0.657 0.1178
H 0.326 0.394 -2.167 0.0353
```

Here is an isolated molecule of C4H7NO2 in a non-equilibrium geometry from the Open Molecules 2025 dataset. Energies are from wB97M-V/def2-TZVPD.

As for the highest occupied orbital energy: -9.0 eV. The calculation puts the HOMO-LUMO gap at 5.282 eV.

```
14
Properties=species:S:1:pos:R:3:lowdin_charge:R:1
O 1.305 -1.571 -2.346 0.0432
O -1.595 1.704 1.271 -0.0929
N -0.229 0.013 0.370 -0.1249
C -0.031 -0.325 1.773 -0.0819
C -0.850 1.464 0.238 -0.3590
C 0.965 -0.294 -0.371 0.0306
C 0.597 -1.191 -1.379 -0.2330
H -1.401 1.512 -0.680 0.1031
H -0.700 0.248 2.405 0.0701
H -0.408 -1.683 -1.253 0.1446
H 1.935 0.208 -0.327 0.1498
H -0.525 -1.335 1.984 0.1187
H -0.110 2.255 0.227 0.1212
H 1.043 -0.280 2.100 0.1103
```

Here is C26H43BF4N3O2RuSSbSi3 as an isolated structure in a non-equilibrium geometry from the Open Molecules 2025 dataset. Energies are from wB97M-V/def2-TZVPD.

As for the highest occupied orbital energy (spin up / spin down): -2.8 / -4.5 eV. Its multiplicity is 6. The calculation puts the HOMO-LUMO gap (spin up / spin down) at 5.397 / 5.331 eV. Its net charge is -1.

```
85
Properties=species:S:1:pos:R:3:lowdin_charge:R:1
Sb 2.329 0.289 -1.611 0.9050
Ru 0.389 -0.002 0.047 1.2557
S 0.509 2.509 -2.520 0.5397
Si 3.956 -1.735 -0.861 0.3952
Si 3.894 2.243 -0.949 0.3388
Si 2.559 0.055 -4.152 0.3103
F 0.181 -4.425 -0.639 0.1235
F -1.081 -2.544 -0.171 0.1050
F 1.129 -2.607 0.454 0.0354
F 0.573 -2.463 -1.778 0.0402
O 1.430 0.090 1.783 -0.3024
O -0.907 0.092 -1.506 -0.2585
N 0.576 2.508 0.164 -0.0388
N -2.448 0.186 0.197 0.0989
N -1.393 0.168 0.951 -0.1123
C 1.277 -1.175 -4.721 -0.2099
C -4.557 -0.136 -1.671 -0.0260
C -0.930 4.828 0.403 -0.0913
C -0.430 4.192 1.542 -0.0852
C 5.738 -1.367 -1.355 -0.2297
C 0.309 3.048 1.360 -0.1583
C -2.903 -0.220 -3.415 -0.0068
C -1.614 0.153 2.370 -0.2963
C -3.220 -0.079 -2.067 -0.1366
C 2.415 1.675 -5.067 -0.2521
C 3.574 -3.338 -1.726 -0.2003
C 0.110 3.120 -0.954 -0.7801
C 0.840 0.103 2.977 -0.4395
C 1.794 0.115 4.144 -0.0451
C 3.327 3.942 -1.473 -0.2422
C 4.277 -0.565 -4.580 -0.2289
C -5.233 -0.480 -3.957 -0.1027
C -2.133 0.090 -1.098 -0.3989
C -5.555 -0.334 -2.612 -0.0929
C -0.658 4.306 -0.834 -0.1183
C -3.032 0.138 2.846 -0.0715
C 4.060 2.169 0.917 -0.2166
C 5.622 2.101 -1.691 -0.2199
C -0.550 0.138 3.226 -0.0469
C 3.997 -1.816 1.004 -0.2215
C -3.904 -0.419 -4.353 -0.0818
B 0.181 -3.037 -0.541 -1.2822
H 2.807 -0.050 3.779 0.0716
H 0.436 -1.189 -4.021 0.0074
H -6.014 -0.644 -4.689 0.0937
H 3.177 3.991 -2.554 0.0152
H -6.590 -0.376 -2.296 0.0953
H -0.611 4.576 2.537 0.0921
H 0.728 2.518 2.209 0.0957
H 4.096 4.669 -1.186 0.0308
H 6.140 -0.507 -0.822 -0.0056
H 3.245 2.336 -4.797 0.0274
H -3.054 0.172 3.933 0.0678
H -3.553 -0.763 2.505 0.0757
H 2.544 -3.651 -1.597 0.0080
H 0.898 -0.930 -5.718 0.0295
H 2.462 1.480 -6.144 0.0317
H 5.866 -1.197 -2.426 0.0049
H 3.080 -1.423 1.438 -0.0156
H -1.518 5.735 0.495 0.0994
H 1.488 2.205 -4.849 -0.0398
H 2.385 4.224 -1.003 0.0042
H 4.404 -0.504 -5.667 0.0340
H 1.771 1.076 4.672 0.0755
H 4.110 -2.850 1.345 0.0372
H 4.917 1.553 1.206 0.0240
H -4.792 -0.032 -0.620 0.1055
H 6.337 -2.244 -1.076 0.0342
H 6.226 1.350 -1.185 -0.0043
H 5.607 1.858 -2.758 0.0151
H 5.051 0.051 -4.113 0.0067
H -3.594 0.988 2.447 0.0691
H 1.693 -2.186 -4.740 0.0333
H 4.229 -4.124 -1.336 0.0378
H 3.766 -3.231 -2.799 0.0180
H 4.439 -1.603 -4.275 0.0119
H 4.193 3.170 1.340 0.0318
H -0.816 0.138 4.277 0.1100
H -1.006 4.781 -1.741 0.0896
H 6.120 3.070 -1.573 0.0292
H 3.166 1.721 1.361 -0.0068
H 1.548 -0.667 4.868 0.0760
H -3.650 -0.523 -5.400 0.0987
H 4.841 -1.227 1.375 0.0237
H -1.861 -0.174 -3.705 0.1064
```

Here is a 14-piece molecular cluster, C56H121N3O11 overall in a non-equilibrium geometry from the Open Molecules 2025 dataset. Energies are from wB97M-V/def2-TZVPD.

As for the highest occupied orbital energy: -8.2 eV. The calculation puts the HOMO-LUMO gap at 8.723 eV.

```
191
Properties=species:S:1:pos:R:3:lowdin_charge:R:1
O 2.713 2.515 -4.653 0.0588
O -3.771 -0.383 -2.648 0.0344
O 2.325 0.274 -1.315 -0.1413
O -2.470 -3.741 5.238 -0.1181
O 0.546 -2.210 -4.494 -0.1861
O -5.533 2.090 -1.382 0.0427
O -2.409 3.174 -4.448 -0.1957
O 0.070 -1.956 0.645 0.0663
O 1.401 -4.914 -0.964 0.0329
O 2.917 -1.472 7.072 0.0601
O 0.307 0.461 6.179 -0.1545
N 1.192 6.442 0.714 -0.1716
N -3.495 -4.929 -2.148 -0.1884
N 5.341 0.195 3.403 -0.1538
C -1.416 -6.163 -2.350 -0.0754
C -2.420 -0.239 -4.652 0.0123
C 3.588 -0.522 -3.105 -0.1254
C 1.305 -5.127 1.371 -0.0086
C -0.475 0.764 4.995 -0.1986
C 0.478 -2.237 -5.990 -0.1442
C 3.421 -4.187 0.116 -0.0122
C -2.766 3.530 -3.111 -0.1840
C -0.352 -0.974 0.136 -0.4888
C 4.168 -0.698 3.101 -0.2152
C -3.853 -5.222 0.353 -0.0958
C 2.014 -4.801 0.092 -0.4771
C -2.091 -4.783 -2.101 -0.2720
C -4.985 0.289 -4.574 -0.0045
C -1.726 -4.257 4.108 -0.1977
C 1.494 -2.837 5.731 -0.0093
C 5.248 0.787 4.775 -0.2517
C -1.672 5.424 -4.228 -0.1264
C -0.109 6.278 0.017 -0.2795
C 0.564 2.369 -3.674 0.0034
C 2.093 4.148 0.490 -0.0880
C 1.018 -3.492 -4.050 -0.2060
C -2.328 4.946 -2.902 -0.1449
C 1.924 -2.154 7.021 -0.4970
C -3.731 -0.150 -3.820 -0.4501
C 1.661 5.251 1.417 -0.2521
C 3.323 1.262 -1.606 -0.1950
C -3.027 -2.476 3.374 -0.1452
C 0.734 -3.715 -6.364 -0.1587
C -3.116 -2.565 4.868 -0.2503
C 5.600 1.223 2.340 -0.2415
C -5.384 -3.575 -3.140 -0.0916
C 1.563 1.170 6.080 -0.2059
C 1.729 -4.100 -5.281 -0.1594
C 2.792 -0.210 2.514 -0.0712
C -5.445 1.116 -0.657 -0.4888
C -1.636 -3.171 3.104 -0.1839
C -4.267 1.084 0.332 -0.0175
C 6.544 1.462 5.192 -0.0929
C 0.063 2.023 4.405 -0.1682
C 0.974 -2.457 8.150 -0.0096
C -0.598 0.287 0.958 0.0041
C -4.133 -3.642 -2.341 -0.2823
C 2.748 -0.936 -1.871 -0.2051
C 1.570 2.118 -4.743 -0.4829
C 4.757 2.460 2.283 -0.1030
C -4.186 -5.636 -1.087 -0.2360
C -0.297 7.320 -1.016 -0.1045
C 1.159 7.662 1.526 -0.2511
C -0.860 -1.001 -1.317 0.0028
C -2.119 4.349 -5.199 -0.1992
C 1.279 2.503 5.315 -0.1025
C 4.289 0.787 -2.663 -0.1470
C 1.134 1.470 -6.002 -0.0020
C -6.273 -0.125 -0.799 -0.0242
C 0.103 7.843 2.628 -0.0996
H -4.176 -2.551 5.291 0.1402
H 1.309 3.669 -0.118 0.0688
H 2.273 -2.699 4.986 0.0741
H -1.711 4.973 -1.973 0.0999
H -0.546 -2.033 -1.631 0.0840
H 2.689 2.105 -1.922 0.0977
H -4.182 2.119 0.719 0.0963
H -2.276 -5.113 3.737 0.1174
H 0.934 8.491 0.866 0.0847
H -0.405 -0.050 4.275 0.0970
H -5.335 -4.097 -4.038 0.0513
H -0.586 5.403 -4.119 0.1078
H 2.484 5.585 1.986 0.1031
H -1.183 7.076 -1.630 0.0571
H 1.554 -3.402 -3.119 0.0898
H 4.533 1.608 4.849 0.0944
H 3.731 2.227 2.233 0.0188
H -0.362 8.354 -0.574 0.0819
H -0.251 -4.353 -6.273 0.1556
H -3.140 5.576 -2.749 0.0898
H 0.944 -1.642 8.886 0.0906
H -2.800 -5.485 0.697 0.0854
H -5.296 -5.444 -1.236 0.1218
H -3.959 -4.176 0.577 0.0433
H -0.020 0.444 1.857 0.0366
H 2.219 2.891 4.772 0.1210
H 4.955 3.024 1.368 0.0809
H -1.990 6.386 -4.467 0.0890
H -4.133 -6.782 -1.157 0.1333
H 4.179 -1.292 -3.666 0.1259
H 2.732 -3.713 -5.362 0.1036
H -1.874 0.690 -4.452 0.0664
H 2.160 7.786 1.949 0.1139
H 3.992 -1.177 4.103 0.1001
H 2.558 3.361 1.031 0.0231
H 4.916 3.118 3.104 0.0621
H 0.819 3.249 -3.112 0.0861
H -5.798 0.601 -3.902 0.0803
H -3.467 -2.930 -2.828 0.0939
H -1.495 0.928 5.417 0.1317
H 6.776 2.382 4.664 0.0634
H -0.994 6.286 0.658 0.1156
H 4.456 1.399 -3.577 0.1048
H -4.692 1.165 -5.155 0.0800
H -4.416 -3.164 -1.373 0.1178
H 5.586 0.673 1.390 0.1081
H -0.765 -2.515 3.216 0.0981
H -1.973 -0.931 -1.386 0.0741
H 0.374 1.875 3.375 0.0778
H 0.018 -2.392 7.629 0.0823
H -1.418 -6.917 -1.598 0.0490
H -1.774 -4.112 -2.941 0.1085
H -0.385 2.437 -4.136 0.0327
H 1.270 -3.372 8.634 0.0861
H -0.372 1.140 0.253 0.0979
H -2.300 2.762 -2.474 0.1259
H 3.520 -3.279 0.782 0.0893
H 0.816 4.825 1.987 0.1184
H 0.162 -4.104 -3.840 0.0789
H -4.443 0.344 1.135 0.0753
H -3.005 -1.457 2.909 0.1098
H 2.832 -0.332 -3.858 0.0834
H 6.360 1.769 6.197 0.0634
H 7.377 0.777 5.120 0.0776
H 0.860 3.208 6.065 0.1090
H 1.261 -1.580 -6.297 0.0878
H -1.555 -3.612 2.137 0.0782
H 3.236 -1.523 -1.137 0.0916
H 2.267 0.547 5.530 0.0802
H -1.638 -4.317 -1.202 0.1110
H 0.723 -6.068 1.231 0.1083
H -0.275 -0.224 -1.858 0.0720
H 2.822 0.202 1.493 0.0623
H -3.822 3.442 -3.099 0.1010
H 0.695 -4.243 1.421 0.0547
H 6.701 1.471 2.424 0.1210
H 0.750 -2.198 5.417 0.0401
H -1.863 -1.056 -4.208 0.0638
H 2.397 0.579 3.201 0.0505
H -1.663 0.352 1.178 0.0593
H -0.734 -4.580 4.411 0.1059
H -3.673 -3.155 2.750 0.1121
H -0.030 7.007 3.295 0.0513
H 1.972 -5.150 2.201 0.0667
H -3.372 0.762 -0.177 0.0443
H 1.928 -1.548 -2.132 0.0764
H 4.087 -5.010 0.460 0.0937
H -3.014 4.661 -5.741 0.1153
H -5.646 -0.751 -1.423 0.0508
H 3.879 1.705 -0.758 0.1094
H -0.949 8.059 2.316 0.0735
H 0.569 7.337 -1.737 0.1018
H 2.871 4.587 -0.142 0.0913
H -4.497 -5.779 0.992 0.0575
H -0.082 5.315 -0.479 0.0857
H 1.799 0.614 -6.258 0.0936
H 4.573 -1.487 2.481 0.0852
H -0.305 -6.040 -2.469 0.0616
H -6.554 -0.659 0.139 0.0973
H 1.111 -3.812 -7.352 0.0907
H -1.430 4.095 -6.021 0.1224
H 5.324 0.582 -2.350 0.1088
H -2.595 -0.351 -5.691 0.0681
H -5.631 -2.517 -3.369 0.0677
H 2.046 1.231 7.031 0.1102
H -1.922 -6.551 -3.212 0.0644
H 0.101 1.126 -5.974 0.0735
H 1.880 -5.182 -5.113 0.1202
H 2.006 -1.009 2.629 0.0735
H 1.228 2.167 -6.777 0.0716
H 5.081 0.005 5.460 0.0928
H 0.333 8.718 3.291 0.0821
H 1.198 -3.868 5.872 0.0877
H -7.150 0.029 -1.425 0.0834
H -0.539 -1.920 -6.247 0.1047
H -6.349 -3.872 -2.671 0.0824
H -5.338 -0.436 -5.301 0.0820
H 3.649 -3.932 -0.922 0.0682
H -0.713 2.719 4.512 0.0847
H 0.465 1.531 -2.948 0.0926
H -2.684 -1.621 5.221 0.1033
```

Here is an isolated ion of composition C3H6NO2 and charge -1 from the Open Molecules 2025 dataset. Energies are from wB97M-V/def2-TZVPD.

As for the highest occupied orbital energy: -3.2 eV. The calculation puts the HOMO-LUMO gap at 7.593 eV. Its net charge is -1.

```
12
Properties=species:S:1:pos:R:3:lowdin_charge:R:1
O 0.566 0.703 -1.861 -0.2632
O -1.209 -0.535 1.736 -0.0657
N 0.351 0.668 0.606 0.0625
C 0.985 1.245 -0.780 -0.5182
C -0.246 -1.563 -0.187 -0.0335
C -0.423 -0.408 0.786 -0.6073
H 0.579 -1.410 -0.875 0.0531
H 0.721 2.328 -0.618 0.0699
H 0.145 1.420 1.252 0.0954
H -0.125 -2.461 0.420 0.0638
H -1.171 -1.673 -0.758 0.0749
H 2.072 1.160 -0.524 0.0684
```